{"formula": "C6H5N", "method": "wB97M-V/def2-TZVPD", "symbols": ["N", "C", "C", "C", "C", "C", "C", "H", "H", "H", "H", "H"], "positions_angstrom": [[1.285, -0.815, 0.569], [0.160, -1.017, 1.172], [-0.341, 2.859, -0.112], [-0.384, 4.023, 0.001], [1.051, 0.096, -0.511], [-0.481, 0.358, -0.449], [-0.980, -0.419, 0.504], [1.677, 0.895, -0.147], [-1.959, -0.570, 0.806], [-0.968, 0.894, -1.157], [-0.003, -1.622, 2.118], [1.113, -0.116, -1.603]], "nbo_charge": [-0.356, 0.049, -0.174, 0.024, -0.321, -0.147, -0.233, 0.261, 0.223, 0.225, 0.203, 0.247], "homo_lumo_gap_ha": [0.273, 0.274], "fmax_ev_per_a": 6.0, "de_lowest_ev": 8.992, "e_homo_ev": [-9.9935, -10.1790], "e_tot_ha": -286.01273}